{
  "formula": "C3H4OP2",
  "method": "ωB97M-V/def2-TZVPD",
  "elements": ["C", "C", "O", "C", "P", "P", "H", "H", "H", "H"],
  "coordinates": [[-1.19329, -0.34902, -0.42845], [0.03974, 0.17381, -0.43734], [0.42275, 0.62145, -1.65678], [1.03373, 0.55833, 0.52809], [1.28133, -0.27417, 2.00783], [0.16924, -1.45605, 3.12477], [-1.66715, -0.32013, -1.36189], [-1.82195, -0.59792, 0.35163], [-0.16201, 0.58122, -2.40670], [1.89762, 1.06247, 0.27883]],
  "forces_ev_per_angstrom": [[1.0, 0.3, 0.5], [-0.9, 0.7, -1.2], [2.6, 1.0, -0.8], [-1.8, -2.3, 2.0], [-0.2, -0.2, -0.1], [0.1, 0.4, -0.3], [-0.7, -0.2, -1.2], [-0.6, -0.7, 1.9], [-0.8, -0.4, 0.3], [1.4, 1.3, -1.0]],
  "max_force_ev_per_a": 3.49,
  "homo_ev": [-7.8, -8.1],
  "homo_lumo_gap_ev": [5.5, 6.3],
  "de_lowest_ev": 2.904,
  "e_lumo_ev": [-2.26, -1.78],
  "smiles": "C=C(O)C=P#P"
}